# 1
Computed, not measured: 2 unconnected molecules or ions with the total composition C2H7NO3 in a non-equilibrium geometry, with wB97M-V/def2-TZVPD.

Geometry as XYZ:
```
13
Properties=species:S:1:pos:R:3:forces:R:3
O 2.181315 3.824641 -1.404461 0.6356 -0.3862 0.6911
C 2.274576 2.770239 -0.862494 -2.6064 -2.0174 -1.4967
O 2.797428 1.594999 -1.516762 -0.7761 -0.0731 0.0277
H 1.629126 2.484391 0.102790 2.1461 0.4434 -1.4919
H 2.439626 1.212073 -2.404540 0.6079 2.0234 2.2696
N -1.896226 -1.776370 -0.217258 3.4326 -0.7771 0.4870
C -1.405625 -1.848455 1.249945 0.0061 -0.2909 -2.8490
O -0.642895 -0.749126 1.728572 -0.2974 -0.4277 -0.3254
H -2.219195 -0.867055 -0.471569 -0.5533 0.8047 0.1501
H -0.987875 -1.868553 -0.817076 -2.1518 0.1168 1.3525
H -2.261256 -2.098433 1.845047 -0.5400 0.3370 0.5277
H -0.778368 -2.749312 1.194201 0.1313 0.5317 0.5459
H -1.130625 0.070961 1.573608 -0.0345 -0.2845 0.1114
```
Forces are in eV/Å.

Output
spin multiplicity = 1
LUMO level = 0.4029 eV



# 2
Computed, not measured: 2 unconnected molecules or ions with the total composition C2H7NO3 in a non-equilibrium geometry, with wB97M-V/def2-TZVPD.

Geometry as XYZ:
```
13
Properties=species:S:1:pos:R:3:forces:R:3
O 0.095547 0.197286 1.803631 -0.4207 0.4030 0.9437
C 1.111236 -0.156000 1.267006 -1.7876 -2.0291 -3.7737
N 1.111761 -0.714751 -0.041509 -1.0521 0.4423 0.3624
C -0.162611 -0.965132 -0.898013 1.0540 2.0734 0.2345
O -0.476808 0.067566 -1.838271 1.3289 -3.3452 -1.1332
H 2.019229 -0.206242 1.771992 2.1139 0.1202 0.7099
H 1.995293 -0.938508 -0.496365 -0.3490 0.1852 0.4164
H 0.039513 -1.813500 -1.555856 -0.1752 -0.1825 0.7056
H -1.002206 -1.020750 -0.199783 0.3689 -0.6245 0.0265
H -0.592387 0.867800 -1.406231 -0.6327 2.5194 1.8204
O -1.265558 1.746730 0.229036 -0.0995 0.9314 -0.9699
H -0.709897 1.463946 0.959115 -0.2057 -0.3736 0.3893
H -2.163111 1.471556 0.405248 -0.1431 -0.1201 0.2679
```
Forces are in eV/Å.

Output
spin multiplicity = 1
LUMO level = 0.8044 eV



# 3
Computed, not measured: 2 unconnected molecules or ions with the total composition C2H7NO3 in a non-equilibrium geometry, with wB97M-V/def2-TZVPD.

Geometry as XYZ:
```
13
Properties=species:S:1:pos:R:3:forces:R:3
O 1.473190 1.042068 0.062987 -0.2119 -0.2603 -0.0967
C 0.919093 1.080244 1.146911 0.7644 0.4637 0.0190
N -0.229343 0.449613 1.454595 -0.1319 -0.0563 -0.4607
C -0.937457 -0.224737 0.340094 0.7791 0.6391 0.5325
O -2.031435 -0.921291 0.813200 -0.4430 -0.0022 -0.0477
H 1.385074 1.653451 1.967353 -0.2823 -0.0783 0.1441
H -0.749400 0.801973 2.242663 -0.1544 -0.1709 -0.0160
H -0.160858 -0.819714 -0.136335 -0.2416 -0.2618 -0.2228
H -1.274139 0.530921 -0.364801 -0.2094 -0.0450 -0.1112
H -1.753474 -1.769255 1.155999 0.1172 -0.2650 0.1189
O 0.779339 -0.732439 -3.049333 -0.8443 -0.1581 -0.2719
H 1.627674 -1.144286 -3.085767 0.8594 -0.5986 -0.1404
H 0.951735 0.053452 -2.547566 -0.0013 0.7936 0.5530
```
Forces are in eV/Å.

Output
spin multiplicity = 1
LUMO level = 0.6711 eV



# 4
Computed, not measured: a single C2H7NO3 molecule in a non-equilibrium geometry, with wB97M-V/def2-TZVPD.

Geometry as XYZ:
```
13
Properties=species:S:1:pos:R:3:forces:R:3
C 1.250582 0.812067 0.764294 -0.2939 0.2568 0.0281
C 0.383245 -0.000435 -0.163807 -5.5397 -1.4031 0.4569
O 0.495386 -1.360098 0.090747 0.0377 0.8147 -0.5525
O 0.278743 0.254203 -1.518846 5.0103 1.5720 0.9032
O -1.235853 0.469149 0.082003 2.1974 0.6314 1.2482
N -2.315945 -0.439619 0.251870 0.8578 -0.2786 -0.0016
H 1.247879 1.874019 0.507433 -0.2115 -0.1368 -0.0402
H 0.851254 0.707216 1.780120 0.0752 -0.0209 -0.3286
H 2.286009 0.460897 0.765750 -0.1604 -0.1626 -0.1656
H 0.283891 -1.766785 -0.766269 0.0185 -0.1423 0.3276
H 1.183597 0.736525 -1.515629 -1.8823 -0.7360 -1.8224
H -2.817565 -0.379407 -0.637455 0.2720 -0.4922 0.0785
H -1.891223 -1.367733 0.359789 -0.3810 0.0975 -0.1317
```
Forces are in eV/Å.

Output
spin multiplicity = 1
LUMO level = 0.5170 eV



# 5
Computed, not measured: 2 unconnected molecules or ions with the total composition C2H7NO3, with wB97M-V/def2-TZVPD.

Geometry as XYZ:
```
13
Properties=species:S:1:pos:R:3:forces:R:3
C -1.298180 -1.932928 -1.283670 -0.4378 0.3710 0.7295
N -0.067269 -1.403371 -0.730097 0.1787 0.0172 -0.3200
C 0.107872 -0.131769 -0.311246 -0.0071 -0.4914 0.5105
O 1.190250 0.338299 -0.021866 -0.0568 0.2837 0.0755
O -1.068408 0.511906 -0.165804 -0.2766 -0.0705 -0.0707
H -1.642792 -1.328139 -2.115870 0.0439 -0.1483 -0.3377
H -1.173449 -2.975373 -1.554404 0.1410 0.0363 -0.1638
H -2.079770 -1.874751 -0.522956 -0.0221 -0.1244 -0.0525
H 0.780899 -1.934190 -0.797812 0.0927 0.0375 -0.1672
H -0.969097 1.244266 0.456355 0.2229 0.1202 -0.1716
O 1.090411 2.242729 2.140643 0.0232 -0.2601 -0.0948
H 1.756292 1.701980 2.584444 -0.1364 0.1883 0.0777
H 1.040700 1.801612 1.276714 0.2343 0.0405 -0.0149
```
Forces are in eV/Å.

Output
spin multiplicity = 1
LUMO level = 0.6197 eV



# 6
Computed, not measured: 2 unconnected molecules or ions with the total composition C2H7NO3 in a non-equilibrium geometry, with wB97M-V/def2-TZVPD.

Geometry as XYZ:
```
13
Properties=species:S:1:pos:R:3:forces:R:3
N -0.279116 1.692280 0.345798 0.7869 -0.9915 0.2464
C -0.991582 0.447269 0.627730 -0.9555 1.2138 0.3291
C -0.252834 -0.875636 0.612583 -0.9774 -0.4948 -1.8509
O 0.913803 -1.084232 0.560960 0.5253 0.4284 0.5647
O -1.127617 -1.898263 0.234513 0.4334 -0.1029 1.2029
H 0.131009 1.630322 -0.582951 -0.1046 0.0050 -0.0249
H 0.522462 1.653279 0.973141 0.0710 0.5213 -0.0597
H -1.551470 0.650585 1.546153 0.3098 -0.5538 0.3909
H -1.817364 0.348210 -0.070415 0.1419 -0.1373 -0.4133
H -1.815652 -1.972230 0.911650 -0.2111 0.0449 -0.3351
O 1.898554 -0.258090 -2.052422 -0.3532 2.0278 -1.6493
H 2.096011 -0.890143 -1.411807 0.3741 -1.8010 1.7660
H 2.273796 0.556649 -1.694934 -0.0405 -0.1598 -0.1669
```
Forces are in eV/Å.

Output
spin multiplicity = 1
LUMO level = 0.5361 eV



# 7
Computed, not measured: 3 unconnected molecules or ions with the total composition C2H7NO4 in a non-equilibrium geometry, with wB97M-V/def2-TZVPD.

Geometry as XYZ:
```
14
Properties=species:S:1:pos:R:3:forces:R:3
O 2.110484 1.928094 -2.006530 1.7390 -0.9905 2.1437
C 2.646606 1.320372 -1.077510 -3.8372 -1.2334 -1.8512
N 1.960575 0.117438 -0.578460 1.4238 1.0694 0.9169
C 2.365913 -0.563388 0.611881 2.6136 2.2012 -1.5587
O 3.466985 -0.426481 1.133850 -1.9781 -0.1822 -0.8293
H 3.550254 1.545554 -0.546845 0.6192 0.2324 0.1926
H 1.007321 -0.040188 -0.918011 0.6394 0.2254 0.1107
H 1.603122 -1.200186 0.934105 -1.2401 -1.3249 0.9029
O -3.402338 -1.784581 -0.434341 -0.2553 -0.6550 1.1843
H -3.029643 -2.525922 -0.913761 0.0445 0.2927 -0.4012
H -3.408473 -0.991980 -0.948093 0.1904 0.3305 -0.8384
O -2.609320 0.807728 1.804493 -1.4937 0.4451 -1.2325
H -2.706191 1.098275 0.856363 0.2798 -0.4282 1.4820
H -3.555294 0.715265 2.082859 1.2545 0.0175 -0.2219
```
Forces are in eV/Å.

Output
spin multiplicity = 1
LUMO level = 0.1267 eV



# 8
Computed, not measured: 2 unconnected molecules or ions with the total composition C2H7NO4S in a non-equilibrium geometry, with wB97M-V/def2-TZVPD.

Geometry as XYZ:
```
15
Properties=species:S:1:pos:R:3:forces:R:3
O 1.477369 -0.966905 -0.793846 -0.1111 0.1978 0.2417
C 1.583303 -0.222228 0.150776 0.5330 1.1189 -0.9547
C 1.246996 1.349724 -0.104009 -0.9525 -1.9763 2.5343
S -0.478077 1.440461 0.631228 2.6839 -3.1426 0.5325
O -0.404286 0.571104 1.818794 -0.4788 0.5745 -1.8426
O -0.961470 2.738264 0.840840 -0.6693 1.5086 -0.4988
O -1.109558 0.730675 -0.613964 -0.7512 1.3014 0.6683
H 1.936747 -0.679238 1.107520 -0.3428 1.0285 -0.1070
H 1.148293 1.473388 -1.147405 0.0192 0.2517 -1.0482
H 1.887183 2.072463 0.379547 0.2678 -0.0367 0.2138
H -1.312677 -0.262840 -0.573902 -0.2054 -0.4540 -0.0683
N -1.315075 -1.843998 -0.506982 -3.6544 -1.8209 -0.7447
H -0.349792 -1.796739 -0.485579 2.3720 -0.4500 0.3301
H -1.737281 -1.926364 0.438427 0.6745 -0.3236 -0.9439
H -1.611670 -2.677774 -1.141450 0.6152 2.2227 1.6875
```
Forces are in eV/Å.

Output
spin multiplicity = 1
LUMO level = 0.4368 eV



# 9
Computed, not measured: a molecular structure, C2H7NOS2 in a non-equilibrium geometry, with wB97M-V/def2-TZVPD.

Geometry as XYZ:
```
13
Properties=species:S:1:pos:R:3:forces:R:3
C -2.160157 0.096427 0.343400 -0.0441 0.8443 0.2230
C 0.181476 0.979612 0.064224 3.7510 -2.4453 4.7559
N 2.753712 -0.787937 -0.549644 -2.1847 -1.4987 -2.3558
O -0.182713 -1.612810 0.135830 0.3791 -1.0333 0.1833
S 2.532164 0.471311 0.462836 -2.5915 1.9802 0.6030
S -0.490044 -0.449942 0.984555 -0.6606 2.6768 -2.8892
H -2.186007 0.418598 -0.753753 0.3654 -0.6818 1.6061
H -2.618319 0.887651 0.991573 0.4863 -0.6747 -0.5135
H -2.645683 -0.833757 0.512305 -1.1800 -0.6476 -0.2426
H -0.036996 1.859707 0.570414 -0.2216 1.6829 0.8476
H 0.281027 1.038305 -0.933799 -0.2195 -0.4235 -3.4567
H 2.484439 -0.493356 -1.547665 0.8907 -0.8488 1.8231
H 2.087098 -1.573807 -0.280271 1.2295 1.0696 -0.5843
```
Forces are in eV/Å.

Output
spin multiplicity = 1
LUMO level = 0.0689 eV



# 10
Computed, not measured: a single C2H7NOSi molecule in a non-equilibrium geometry, with wB97M-V/def2-TZVPD.

Geometry as XYZ:
```
12
Properties=species:S:1:pos:R:3:forces:R:3
C 1.246818 -0.257926 0.827267 0.6165 0.6217 -0.3831
C 0.492054 0.063112 -0.409050 -3.0842 -3.1639 -1.2022
Si -1.451290 -0.168503 -0.019649 1.6773 1.9283 -0.7638
N 0.627674 1.339396 -0.968968 1.6845 1.5557 1.4136
O -0.029564 1.660852 -1.904269 -0.7775 -0.3509 -1.3642
H 1.476192 0.595033 1.435238 0.4835 0.6477 -0.0196
H 0.699358 -0.882597 1.468174 -0.8902 -1.0889 0.7899
H 2.086644 -0.811011 0.503778 1.4862 -0.3438 0.3242
H 0.587350 -0.829197 -1.185527 -0.1306 1.9201 1.0846
H -1.685305 -1.296549 0.706403 -0.0995 -2.5528 1.2638
H -2.026787 0.838211 0.845127 -0.0349 0.8112 0.1088
H -2.023144 -0.250820 -1.298523 -0.9311 0.0158 -1.2520
```
Forces are in eV/Å.

Output
spin multiplicity = 1
LUMO level = 0.0333 eV



# 11
Computed, not measured: 2 unconnected molecules or ions with the total composition C2H7NS in a non-equilibrium geometry, with wB97M-V/def2-TZVPD.

Geometry as XYZ:
```
11
Properties=species:S:1:pos:R:3:forces:R:3
S -5.535014 -1.891819 -3.348876 0.2227 -1.1321 0.6455
H -6.389431 -2.775687 -2.760738 0.1290 0.5369 -0.3166
C 1.523931 0.745359 0.157588 2.2699 -0.4665 -1.1897
C 2.732403 1.165046 2.209632 2.1564 -1.6850 1.1785
N 2.702344 0.608891 1.085577 -3.2308 2.6433 2.1146
H 0.551952 0.920186 0.600887 0.0787 -0.0664 1.1479
H 1.751741 1.656104 -0.439064 -0.1264 -1.0371 -0.2744
H 1.594342 -0.237440 -0.279663 -0.7226 0.2254 -1.2767
H 1.919595 1.290921 2.948763 -0.6204 0.0246 -0.9319
H 3.666781 1.248031 2.800647 0.1919 0.3652 -0.7691
H -4.518643 -2.729594 -2.974751 -0.3484 0.5917 -0.3281
```
Forces are in eV/Å.

Output
total charge = +1
spin multiplicity = 2
LUMO level (spin up / spin down) = -6.0481 / -9.4563 eV



# 12
Computed, not measured: 2 unconnected molecules or ions with the total composition C2H7NS2 in a non-equilibrium geometry, with wB97M-V/def2-TZVPD.

Geometry as XYZ:
```
12
Properties=species:S:1:pos:R:3:forces:R:3
C -0.087978 -2.125125 0.189718 6.6828 -2.5749 -1.8644
N 1.152149 -2.341343 0.719441 -2.9416 4.4212 -0.8339
C 2.383555 -1.904067 -0.154520 -1.6015 -1.3651 -0.5202
H -0.661002 -1.219143 0.253229 -1.2387 -0.3893 1.7753
H -0.189427 -2.716423 -0.772355 -0.5476 1.1016 0.2784
H 3.252582 -2.521559 0.132735 -0.4128 0.5003 -0.1884
H 2.114930 -2.045956 -1.255360 0.5809 0.1134 1.1750
H 2.566855 -0.779150 0.015208 -0.5040 -1.8911 0.0750
S -0.351505 1.476162 -1.049599 -0.2571 -0.3201 0.9527
S -1.307355 1.574230 0.850712 0.0210 0.6258 -1.1235
H -1.224334 0.705488 -1.730618 -0.1059 0.2107 0.1828
H -1.156346 0.335025 1.292080 0.3243 -0.4324 0.0914
```
Forces are in eV/Å.

Output
spin multiplicity = 1
LUMO level = -0.5783 eV



In order of appearance, relative energy (zero: lowest compared OMol25 entry of this formula, charge and spin) = 2.5993 1.1556 0.9582 4.0405 0.0502 1.1994 1.2196 0.6772 3.9244 4.5657 2.5549 4.2076 eV.